1.
Here is a structure of composition C14H33AlAs3ClO5 from the Open Molecules 2025 dataset. Energies are from wB97M-V/def2-TZVPD.

The geometry in ORCA input format:
```
! wB97M-V def2-TZVPD RIJCOSX def2/J DEFGRID3
* xyz 2 1
As -1.1247 -2.5599 0.3691
As -0.0810 -0.1269 2.7978
As -4.1239 -1.5808 4.4534
Cl 0.0782 0.7226 -1.6990
Al -1.0560 -0.0952 0.4589
O -2.5863 0.8420 0.7876
O 0.8746 -0.1695 -2.4220
O -1.3219 0.1808 -1.4983
O 0.0457 2.0423 -2.1601
O 0.4890 0.6992 -0.2137
C -2.9458 -2.2261 2.9761
C 1.8024 -0.5155 2.5511
C -1.5442 -2.7178 3.3478
C -2.7122 -3.3336 -0.4077
C -5.7030 -1.4459 3.3034
C -0.6872 -1.5885 3.9471
C 0.3202 -3.2497 -0.7142
C -0.0467 1.4364 3.9326
C -3.6517 0.3310 4.3761
C -3.1419 1.9310 0.5050
C -0.8627 -3.3802 2.1231
C -2.3791 3.0300 -0.1247
C -4.5789 2.0933 0.7902
C -1.6351 -3.8103 4.4261
H -1.3083 2.9445 0.0520
H 2.2756 0.2972 2.0038
H 0.2166 -3.4719 2.2725
H -1.9939 -3.4042 5.3714
H -4.5155 0.9068 4.7082
H 0.3046 -4.3372 -0.6543
H -6.4767 -0.8858 3.8262
H -2.3264 -4.5954 4.1153
H -2.7623 -3.0577 -1.4594
H -3.3907 0.6383 3.3597
H -2.9076 -1.4197 2.2282
H 0.4373 1.1640 4.8697
H -0.6587 -4.2655 4.6010
H -3.5061 -3.0529 2.5292
H -5.4676 -0.9392 2.3652
H -4.6992 2.8857 1.5356
H 1.2781 -2.8790 -0.3548
H -1.2306 -1.1273 4.7734
H 0.2315 -2.0013 4.3712
H -1.2476 -4.3951 1.9986
H -5.0793 2.4554 -0.1125
H -5.0307 1.1710 1.1419
H -2.5590 2.9633 -1.2057
H -2.8330 0.5551 5.0586
H -1.0573 1.7846 4.1316
H -2.6429 -4.4171 -0.3203
H -6.0913 -2.4405 3.0906
H 0.1729 -2.9394 -1.7468
H 0.5260 2.2256 3.4491
H 2.2697 -0.6176 3.5295
H -3.5988 -2.9775 0.1103
H 1.9319 -1.4432 1.9951
H -2.7468 4.0051 0.1910
*
```

The calculation puts the HOMO energy at -14.130 eV. The total energy comes out at -8338.66883 hartree. As for the HOMO-LUMO gap: 7.515 eV.

2.
Here is a cluster of 2 separate species, C14H33B2ClN4O9PS in total from the Open Molecules 2025 dataset. Energies are from wB97M-V/def2-TZVPD.

The geometry in ORCA input format:
```
! wB97M-V def2-TZVPD RIJCOSX def2/J DEFGRID3
* xyz -1 1
Cl -0.4515 -3.1678 -2.7585
S 7.0042 3.3424 0.2814
P -2.9288 -1.1936 3.1361
O 8.4031 2.8661 0.3312
O 0.5043 -0.1545 -2.8636
O 0.3601 0.3418 -0.0357
O 6.4149 3.1256 -1.0813
O -0.5759 -2.9699 2.5926
O 6.1639 2.5336 1.2604
O 6.9142 4.7780 0.6468
O -3.7335 -0.0038 3.5057
O -0.2094 -2.3175 0.3066
N -1.0131 0.5798 0.1547
N -1.1667 1.6318 -3.2261
N -1.6914 -0.4832 -1.8126
N -2.7224 -1.0030 0.2914
C 2.3924 -0.5032 2.3487
C 2.5072 1.2605 0.4709
C -1.9523 -1.0051 1.5957
C -5.1116 -0.8392 -0.5405
C -4.0078 -0.2125 0.3156
C -1.7894 -0.3395 -0.5339
C -2.5489 -1.4189 -2.5535
C 2.5035 1.0012 2.0088
C 1.1228 1.5862 -0.0400
C 3.7173 1.6046 2.7357
C -1.3732 0.4091 1.5786
C -1.8261 -2.3494 -3.5271
C 3.5212 2.2990 0.0278
C -2.8210 -3.4020 -4.0049
B -0.8164 -2.1536 1.5119
B -0.6972 0.3784 -2.6545
H 3.7974 1.1387 3.7238
H -3.8293 0.8084 -0.0323
H -1.9563 -1.5134 4.0872
H 1.6250 -0.6982 3.1104
H -2.1302 1.1513 1.8376
H -3.5583 -2.9540 -4.6748
H -4.3545 -0.1140 1.3405
H 0.2123 -2.7221 3.0936
H 0.6748 -1.9349 0.2246
H 3.3332 -0.8628 2.7676
H 4.6640 1.4462 2.2102
H -1.9910 1.4908 -3.8062
H -3.3524 -3.8367 -3.1583
H 1.2700 0.4204 -2.7267
H -5.1351 -0.4126 -1.5427
H -3.2257 -0.8012 -3.1533
H -4.9225 -1.9064 -0.6588
H -3.1388 -2.0077 -1.8596
H -1.4709 2.2750 -2.4958
H 2.2003 -1.1213 1.4695
H -1.4777 -1.8047 -4.4055
H 4.5345 1.9297 0.2193
H 1.1869 1.9449 -1.0732
H 3.4806 2.5102 -1.0424
H -6.0827 -0.7161 -0.0667
H 0.6200 2.3343 0.5752
H -2.3013 -4.1948 -4.5356
H 3.5984 2.6737 2.8945
H 3.4474 3.2103 0.6203
H -0.5340 0.6134 2.2409
H -3.6735 -2.3713 2.9373
H 2.7884 0.3110 -0.0109
H 1.6089 1.4923 2.4220
*
```

The calculation puts the HOMO energy at -1.625 eV. The total energy comes out at -2698.90160 hartree. As for the HOMO-LUMO gap: 2.031 eV.

3.
Here is a structure of composition C14H33BaBeF3NO14S3 from the Open Molecules 2025 dataset. Energies are from wB97M-V/def2-TZVPD.

The geometry in ORCA input format:
```
! wB97M-V def2-TZVPD RIJCOSX def2/J DEFGRID3
* xyz 3 1
Ba 8.6078 3.8432 -1.4221
S 6.8892 4.1993 5.9354
S -3.5098 -1.2966 -8.4490
S -2.9833 4.4714 2.9121
F -0.0958 -7.3572 5.6513
F -1.5577 -7.9775 4.2043
F -1.4546 -5.9493 4.8624
O 7.1342 4.0444 4.4838
O 3.5986 3.2253 -0.4903
O -1.9926 4.0466 3.9055
O -4.6580 -2.4725 -8.9195
O -2.1739 -1.8990 -8.2182
O -2.7059 5.0378 1.5975
O 7.8640 4.7763 6.8557
O -0.1289 -5.2357 2.8715
O 0.7829 -7.3583 2.7356
O 2.2015 2.1606 -1.5158
O -4.1545 3.2558 2.7994
O -3.7002 -0.2125 -9.4424
O 4.0607 1.2738 -1.0780
O 6.4170 2.6754 6.5482
N 4.1558 0.5686 -6.1831
C 0.0601 -6.5400 3.2770
C -0.2566 -4.9010 0.5196
C 3.2829 2.1344 -0.9222
C 5.1593 0.5643 6.5789
C 0.5820 -4.6704 1.7652
C -4.1590 -0.7756 -6.8485
C 5.3034 5.2127 5.9013
C -5.7110 -4.4889 -9.1601
C -3.9272 5.7321 3.8425
C -4.6368 -3.7164 -8.3461
C -0.7452 -7.0200 4.5263
C -4.9407 1.9321 0.9824
C 5.6070 1.7607 5.7302
C -3.8800 2.0736 2.0665
Be 1.0432 6.7046 -2.6283
H -5.5041 -4.2987 -10.2132
H -4.8223 2.7102 0.2283
H -5.9533 1.8719 1.3815
H -4.3507 -1.7306 -6.3594
H 0.5468 -3.6095 2.0128
H -4.8020 5.2729 4.3027
H 6.0795 1.4878 4.7866
H -3.8276 1.2369 2.7631
H -4.8917 -3.8054 -7.2901
H -2.9172 2.1699 1.5645
H 3.4411 0.2724 -6.8323
H -4.2568 6.5341 3.1820
H 4.8732 -0.1420 -6.1613
H -0.3311 -5.9591 0.2687
H 1.6487 -4.8930 1.7399
H 4.7735 5.0722 6.8434
H -1.3132 -4.6369 0.5651
H 6.0534 0.0371 6.9118
H -3.3297 6.1833 4.6347
H 3.8060 0.7405 -5.2513
H 4.7702 4.6883 5.1084
H 4.5627 -0.2673 6.2040
H -4.7694 0.9155 0.6283
H -5.0109 -0.1106 -6.7066
H -3.3300 -0.4015 -6.2477
H -3.5967 -4.0404 -8.3831
H -5.7695 -5.5752 -9.0922
H 4.7034 2.2692 5.3940
H 5.4930 6.2017 5.4842
H 4.5773 0.8342 7.4601
H 4.6655 1.3995 -6.4476
H 0.0878 -4.2510 -0.2847
H -6.6836 -3.9982 -9.1238
*
```

The calculation puts the HOMO energy at -14.473 eV. The total energy comes out at -3194.29419 hartree. As for the HOMO-LUMO gap: 2.693 eV.

E_LUMO for the records above, in order: -6.615; 0.406; -11.780 eV